This record from the OMol25 dataset describes a 3-piece molecular cluster, C3H11NO3 overall in a non-equilibrium geometry. The level of theory is the ωB97M-V functional and the def2-TZVPD basis.

The geometry in XYZ format:
```
18
Properties=species:S:1:pos:R:3:forces:R:3
O -0.0016 -1.2644 2.1430 0.040 -0.518 -0.184
O 0.7505 -1.2175 -0.5259 0.051 0.290 -0.137
O -2.7506 -2.7701 2.1804 0.069 0.242 0.124
N 0.6509 0.8812 -1.4060 0.654 0.789 0.815
C 0.2842 -0.4234 -1.3353 0.945 -1.177 -0.200
C 1.7835 1.2437 -0.5188 -0.630 -2.141 0.452
C -0.3637 1.9204 -1.5253 -0.615 -0.457 0.700
H -3.1372 -2.1261 2.7852 -0.086 -0.156 -0.052
H 0.0554 2.8981 -1.3262 0.422 0.147 -0.869
H 1.6645 0.7446 0.4511 -0.195 0.346 0.050
H -0.2644 -0.8887 -2.1619 -0.814 0.798 -0.085
H -1.0635 1.8584 -0.6811 -0.286 -0.339 -0.256
H 2.6755 0.7529 -0.9078 0.209 0.624 -0.217
H -0.8906 1.8117 -2.4652 -0.120 0.389 -0.127
H 0.2465 -1.2284 1.1984 -0.006 0.107 0.201
H 0.4126 -2.0919 2.4282 -0.067 0.276 0.114
H -1.8722 -2.3942 2.0263 0.080 0.037 -0.061
H 1.8202 2.2937 -0.3590 0.348 0.744 -0.268
```
Positions in Å, forces in eV/Å.

Results
* SMILES: CN(C)C=O.O.O
* E_LUMO: 0.68 eV
* gap between HOMO and LUMO: 10.6 eV
* highest occupied orbital energy: -9.92 eV